# H18O9Sn

A molecular structure, H18O9Sn in a non-equilibrium geometry (ωB97M-V with the def2-TZVPD basis set, the OMol25 dataset).

The geometry in XYZ format:
```
28
Properties=species:S:1:pos:R:3
Sn -0.038 0.082 0.018
O 2.010 -1.154 1.269
H 2.779 -1.042 1.837
H 2.497 -1.732 0.647
O -0.290 2.622 -0.706
H -1.078 3.170 -0.888
H 0.332 2.960 -1.284
O 0.602 0.239 -2.448
H 0.010 0.572 -3.189
H 1.440 0.543 -2.753
O -1.106 -1.758 1.466
H -0.702 -2.344 2.091
H -1.623 -2.306 0.875
O -2.249 -0.336 -1.573
H -2.244 -0.504 -2.491
H -2.837 0.421 -1.472
O 0.256 -2.440 -1.016
H 0.766 -3.237 -0.746
H -0.316 -2.758 -1.751
O 0.251 0.861 2.405
H 0.586 1.706 2.602
H -0.047 0.540 3.288
O -2.291 0.993 1.050
H -2.592 0.236 0.605
H -2.170 0.992 1.975
O 2.370 1.388 -0.085
H 2.917 0.698 -0.455
H 2.778 1.598 0.743
```

Properties
- Relative energy (zero: lowest compared OMol25 entry of this formula, charge and spin): 12.9 kcal per mole
- HOMO level: -0.6183 Eh
- Total charge: +2
- Orbital gap: 0.3921 Ha